# 1
An isolated ion of composition C6H17F3N7S and charge +1. Source: OMol25; level of theory: ωB97M-V/def2-TZVPD.

```
34
Properties=species:S:1:pos:R:3:lowdin_charge:R:1
C 1.539 2.933 -1.261 -0.08
C 0.073 2.846 -0.877 -0.24
N -0.096 2.507 0.541 -0.01
N 0.015 1.134 0.798 0.10
C -0.995 0.301 0.642 -0.39
N -0.877 -0.983 0.893 0.14
C 0.329 -1.673 1.354 -0.08
C 1.228 -2.154 0.180 -0.67
N 2.361 -2.929 0.647 0.09
N 0.375 -2.911 -0.712 0.10
N 1.720 -0.950 -0.505 0.10
N -2.250 0.848 0.319 -0.29
S -3.326 1.095 1.714 0.92
C -2.907 0.261 -0.812 -0.74
F -1.975 -0.085 -1.702 0.17
F -3.610 -0.841 -0.510 0.14
F -3.733 1.142 -1.350 0.19
H 1.644 3.188 -2.316 0.08
H 2.047 3.680 -0.652 0.08
H 2.048 1.977 -1.106 0.05
H -0.413 3.813 -1.013 0.13
H -0.446 2.112 -1.508 0.11
H -0.963 2.852 0.928 0.11
H 0.907 0.725 0.496 0.12
H -1.676 -1.568 0.686 0.16
H -0.011 -2.525 1.943 0.13
H 0.892 -1.008 2.014 0.13
H 2.060 -3.766 1.137 0.09
H 2.925 -2.403 1.311 0.09
H 0.280 -3.870 -0.392 0.09
H 0.778 -2.963 -1.642 0.09
H 1.648 -1.044 -1.513 0.09
H 2.715 -0.853 -0.316 0.10
H -2.309 1.113 2.583 -0.10
```

Calculated values
SMILES: CCNN/C(NCC(N)(N)N)=[N+](/S)C(F)(F)F
Total charge: +1
HOMO level in eV: -12.948

=====

# 2
C46H80NNbO21PS as an isolated structure in a non-equilibrium geometry. Source: OMol25; level of theory: ωB97M-V/def2-TZVPD.

```
151
Properties=species:S:1:pos:R:3:lowdin_charge:R:1
C -2.891 -0.557 -0.887 -0.17
O -1.973 -0.129 -1.956 -0.37
C -1.393 1.198 -1.695 -0.39
Nb 0.739 0.953 -0.844 1.40
O 2.667 0.753 0.092 -0.52
S 0.669 3.284 0.069 0.26
C 1.678 1.539 -2.817 -0.40
C 1.623 3.123 -3.219 -0.33
C 3.048 3.938 -2.987 -0.22
C 3.886 3.473 -1.660 -0.23
C 5.438 4.100 -1.637 -0.16
C 5.851 4.103 -0.016 -0.18
O 5.402 2.835 0.649 -0.13
C 6.369 1.752 0.414 -0.26
C 6.123 0.356 1.301 -0.02
O 7.400 1.836 -0.463 -0.08
C 0.768 -1.221 -1.551 -0.30
C 2.161 -2.029 -1.241 -0.39
C 2.029 -3.461 -0.411 -0.10
N 3.426 -1.668 -1.632 0.04
P -0.261 0.147 1.381 0.66
C 0.436 1.113 2.878 -0.44
O 0.238 -1.523 1.667 -0.50
H -4.024 -0.564 -1.246 0.08
H -2.843 0.095 0.084 0.05
H -2.605 -1.657 -0.600 0.09
H -1.243 1.771 -2.726 0.07
H -1.988 1.842 -0.922 0.04
H 2.825 1.552 0.711 -0.01
H -0.568 3.920 -0.152 -0.19
H 1.089 0.954 -3.675 0.04
H 2.813 1.194 -2.953 0.05
H 0.682 3.708 -2.779 0.07
H 1.452 3.153 -4.401 0.09
H 2.912 5.121 -3.066 0.11
H 3.723 3.655 -3.929 0.11
H 3.398 3.886 -0.653 0.08
H 4.022 2.319 -1.528 0.09
H 5.369 5.211 -1.994 0.10
H 6.151 3.419 -2.277 0.11
H 5.194 4.953 0.505 0.14
H 6.982 4.341 0.167 0.12
H 6.182 0.557 2.456 0.09
H 6.894 -0.493 0.972 0.11
H 5.041 -0.100 1.107 0.08
H 0.645 -1.179 -2.737 0.06
H -0.133 -1.833 -1.095 0.04
H 2.971 -3.546 0.284 0.06
H 1.004 -3.520 0.159 0.06
H 2.143 -4.311 -1.239 0.07
H 3.335 -0.769 -2.162 0.00
H 1.608 0.982 2.954 0.04
H 0.091 2.236 2.877 0.01
H -0.022 0.615 3.862 0.03
H 1.167 -1.537 2.089 0.05
O 1.645 -0.683 -4.840 0.07
C 2.083 -1.674 -5.401 -0.44
O 1.312 -2.597 -6.047 0.03
C 2.139 -3.672 -6.488 -0.18
C 3.532 -3.101 -6.555 -0.17
C 3.525 -2.082 -5.444 -0.08
H 2.061 -4.492 -5.766 0.13
H 1.796 -4.026 -7.465 0.12
H 4.313 -3.859 -6.449 0.10
H 3.679 -2.595 -7.517 0.12
H 3.799 -2.526 -4.483 0.12
H 4.169 -1.231 -5.676 0.14
O 4.634 -1.985 2.426 0.10
C 5.223 -2.387 3.416 -0.45
O 6.549 -2.175 3.661 0.02
C 6.924 -2.875 4.847 -0.18
C 5.641 -3.080 5.610 -0.17
C 4.620 -3.217 4.509 -0.08
H 7.393 -3.822 4.560 0.12
H 7.645 -2.279 5.414 0.13
H 5.675 -3.939 6.285 0.12
H 5.419 -2.188 6.208 0.12
H 4.530 -4.251 4.164 0.14
H 3.648 -2.823 4.812 0.13
O -2.407 3.383 1.380 0.06
C -2.408 4.378 2.086 -0.46
O -1.672 5.501 1.835 0.01
C -1.831 6.417 2.917 -0.18
C -3.126 6.027 3.581 -0.17
C -3.171 4.535 3.366 -0.08
H -0.973 6.316 3.589 0.13
H -1.862 7.440 2.532 0.12
H -3.175 6.319 4.633 0.12
H -3.967 6.498 3.059 0.12
H -2.650 3.994 4.161 0.14
H -4.197 4.176 3.260 0.09
O -7.426 0.234 -1.929 0.09
C -7.027 -0.465 -2.846 -0.46
O -7.381 -1.771 -3.029 0.02
C -6.646 -2.306 -4.129 -0.17
C -6.230 -1.112 -4.947 -0.17
C -6.051 -0.040 -3.902 -0.08
H -5.787 -2.861 -3.738 0.13
H -7.282 -2.990 -4.698 0.12
H -5.334 -1.292 -5.547 0.12
H -7.042 -0.828 -5.628 0.12
H -5.042 -0.048 -3.480 0.13
H -6.300 0.948 -4.294 0.13
O -5.740 2.966 3.989 0.09
C -6.579 2.949 3.103 -0.44
O -6.615 3.829 2.060 0.03
C -7.785 3.586 1.282 -0.16
C -8.178 2.164 1.589 -0.17
C -7.737 2.002 3.021 -0.07
H -8.557 4.303 1.578 0.12
H -7.558 3.726 0.221 0.13
H -9.242 1.969 1.434 0.11
H -7.611 1.476 0.950 0.12
H -8.511 2.322 3.724 0.14
H -7.423 0.976 3.231 0.12
O -8.107 -1.346 3.052 0.11
C -8.946 -1.363 2.166 -0.44
O -8.981 -0.483 1.123 -0.01
C -10.152 -0.727 0.344 -0.17
C -10.545 -2.148 0.651 -0.17
C -10.104 -2.311 2.084 -0.09
H -10.924 -0.009 0.640 0.13
H -9.925 -0.586 -0.716 0.12
H -11.609 -2.344 0.496 0.12
H -9.978 -2.836 0.012 0.13
H -10.878 -1.991 2.787 0.13
H -9.790 -3.336 2.293 0.13
O 2.827 -0.462 7.152 0.09
C 2.183 0.569 7.053 -0.46
O 0.979 0.667 6.416 0.02
C 0.568 2.033 6.398 -0.18
C 1.317 2.688 7.529 -0.17
C 2.609 1.912 7.564 -0.09
H 0.826 2.463 5.425 0.12
H -0.515 2.094 6.537 0.13
H 1.455 3.763 7.388 0.12
H 0.773 2.538 8.470 0.12
H 3.355 2.333 6.884 0.14
H 3.007 1.840 8.578 0.13
O 7.138 -5.983 -7.683 0.10
C 6.932 -6.183 -6.497 -0.46
O 6.264 -5.320 -5.676 0.01
C 6.305 -5.820 -4.340 -0.16
C 6.561 -7.298 -4.476 -0.17
C 7.407 -7.374 -5.722 -0.09
H 7.108 -5.307 -3.800 0.13
H 5.354 -5.615 -3.840 0.13
H 7.039 -7.735 -3.595 0.12
H 5.614 -7.825 -4.643 0.12
H 8.471 -7.254 -5.499 0.14
H 7.228 -8.300 -6.272 0.13
```

Calculated values
Total charge: -1
HOMO level in eV: -3.051

=====

no.,gap between HOMO and LUMO (eV)
1,9.42
2,4.97